72
Properties=species:S:1:pos:R:3:forces:R:3 method="wB97M-V/def2-TZVPD" e_homo_ev=-8.19 orbital_gap_ev=8.60 fmax_ev_per_a=0.56 e_lumo_ev=0.4 relative_energy_kj_mol=18.3 total_energy_ev=-194083.6884
Al 0.2037 0.1311 -0.1872 0.5 0.1 -0.1
Cl -3.4327 -0.2534 6.3864 0.0 0.0 0.0
C -2.7759 -0.1113 4.7998 0.0 0.0 0.0
C -3.0258 1.0222 4.0288 0.0 0.0 0.0
Cl -4.0089 2.2850 4.6615 0.0 0.0 0.0
C -2.4760 1.1434 2.7586 0.0 0.0 0.0
Cl -2.8118 2.5264 1.7896 0.0 0.0 0.0
C -1.6381 0.1489 2.2145 0.1 0.0 0.0
O -1.0655 0.3258 1.0642 -0.4 0.1 0.1
C -1.4577 -1.0135 2.9871 -0.1 -0.1 0.0
Cl -0.5531 -2.3059 2.2991 0.0 0.0 0.1
C -2.0000 -1.1340 4.2617 0.0 0.0 0.0
Cl -1.6978 -2.5548 5.1881 0.0 0.0 0.0
C 2.6818 -2.1286 3.0037 0.0 0.0 0.0
N 2.2999 -0.7459 3.2237 0.1 0.0 0.0
C 2.1020 -0.2780 4.5932 0.0 0.0 0.0
C 1.1242 0.8898 4.4300 0.0 0.0 0.0
N 1.0884 1.0903 2.9896 0.1 0.1 0.0
C 0.8370 2.4121 2.4556 0.0 0.0 0.0
C 1.7154 0.0914 2.3340 -0.2 -0.1 0.1
N 1.7148 -0.0113 1.0247 0.0 0.0 -0.3
C 2.7501 -0.7877 0.3353 0.0 -0.1 0.0
C 3.0047 -0.0762 -0.9733 0.0 0.0 0.1
N 1.7142 0.0869 -1.6475 -0.2 0.2 0.1
C 1.7621 0.2879 -2.9436 -0.1 0.0 0.0
N 2.8958 0.6411 -3.6436 0.1 0.0 -0.1
C 3.9475 1.5030 -3.1060 0.0 0.0 -0.1
C 2.5571 0.9227 -5.0401 0.0 0.0 -0.1
C 1.1032 0.4949 -5.1690 0.0 0.0 -0.1
N 0.7420 0.1253 -3.8180 0.0 0.2 0.1
C -0.6094 -0.3473 -3.6405 0.0 0.0 0.1
H 2.2243 -2.7467 3.7773 0.0 0.0 0.0
H 3.7657 -2.2517 3.0521 0.0 0.0 0.0
H 2.3178 -2.4842 2.0457 0.0 0.0 0.0
H 3.0504 0.0244 5.0438 0.0 0.0 0.0
H 1.6781 -1.0816 5.1963 0.0 0.0 0.0
H 1.4710 1.7970 4.9261 0.0 0.0 0.0
H 0.1258 0.6516 4.8077 0.0 0.0 0.0
H 1.5610 3.1240 2.8642 0.0 0.0 0.0
H -0.1686 2.7382 2.7150 0.0 0.0 0.0
H 0.9151 2.4017 1.3737 0.0 0.0 0.0
H 2.4012 -1.8030 0.1267 0.0 0.0 0.0
H 3.6730 -0.8386 0.9150 0.0 0.0 0.0
H 3.6844 -0.6801 -1.5798 0.0 0.0 0.0
H 3.4760 0.8867 -0.7581 0.0 -0.1 0.0
H 3.5319 2.3292 -2.5304 0.0 0.1 0.0
H 4.4815 1.9197 -3.9566 0.0 0.0 0.0
H 4.6706 0.9501 -2.5108 0.0 0.1 -0.1
H 3.2165 0.3696 -5.7108 0.0 0.0 0.0
H 2.6729 1.9893 -5.2355 0.0 0.0 0.0
H 0.9786 -0.3656 -5.8328 0.0 0.0 0.0
H 0.4576 1.3001 -5.5286 0.0 0.0 0.0
H -1.3142 0.4598 -3.8528 0.0 0.0 0.0
H -0.7846 -0.7066 -2.6391 0.0 0.0 0.2
H -0.7925 -1.1740 -4.3335 0.0 0.0 0.0
S -0.6674 2.2126 -0.9312 0.0 -0.2 0.0
C 0.4076 2.9276 -2.0081 0.0 -0.1 0.0
N 1.1050 3.4968 -2.7345 0.2 -0.1 -0.1
Br -3.2626 -2.3789 -0.7840 0.0 0.0 0.0
C -2.2454 -3.1686 -2.1751 0.0 0.1 0.0
C -2.9294 -3.6487 -3.2817 0.0 0.0 0.0
C -2.2274 -4.2418 -4.3199 0.0 0.0 0.0
C -0.8487 -4.3771 -4.2406 0.0 0.0 0.0
C -0.1781 -3.9121 -3.1216 0.0 -0.1 0.0
C -0.8633 -3.2868 -2.0844 0.0 -0.1 0.0
C -0.0372 -2.7285 -0.9561 0.1 0.1 0.1
O 0.8179 -3.4051 -0.4161 0.1 -0.1 0.0
O -0.2888 -1.4929 -0.6780 -0.4 -0.1 -0.2
H -4.0057 -3.5572 -3.3249 0.0 0.0 0.0
H -2.7637 -4.6087 -5.1852 0.0 0.0 0.0
H -0.3004 -4.8514 -5.0436 0.0 0.0 0.0
H 0.8946 -4.0246 -3.0309 0.0 0.0 0.0